A molecular structure, C14H12F5IN5OPdS2SeTe. Source: OMol25; level of theory: wB97M-V/def2-TZVPD.

Positions of all 43 atoms, in Å:
Pd 0.586 0.607 -0.578
C 3.025 -4.347 0.717
S 3.220 -2.956 1.869
C 2.048 -1.850 1.176
S 2.741 -0.282 0.612
N 0.809 -2.145 1.125
N 0.008 -1.238 0.452
C -1.174 -1.639 0.184
C -2.092 -0.739 -0.524
C -3.380 -1.138 -0.823
C -4.222 -0.245 -1.477
C -3.742 1.008 -1.799
C -2.431 1.334 -1.464
N -1.628 0.487 -0.839
H 3.557 -5.176 1.179
H 3.468 -4.106 -0.245
H 1.975 -4.607 0.617
H -1.495 -2.636 0.471
H -3.716 -2.130 -0.552
H -5.234 -0.531 -1.727
H -4.357 1.735 -2.311
H -2.020 2.305 -1.715
F 3.998 -0.875 -0.164
Te 1.813 -1.744 -2.579
F 3.168 -0.396 -2.886
F 0.546 -3.172 -2.352
F 1.752 -2.014 -4.392
F 3.213 -3.056 -2.436
O 0.479 -0.419 -2.532
I -2.232 5.218 2.024
C -0.994 3.581 2.325
C -0.632 3.161 3.596
C 0.193 2.055 3.717
C 0.623 1.410 2.573
N 0.283 1.814 1.346
C -0.514 2.881 1.230
H -0.987 3.685 4.474
H 0.500 1.692 4.687
H 1.260 0.539 2.656
H -0.769 3.199 0.229
Se 1.675 2.282 -2.243
C 0.682 3.771 -1.919
N -0.006 4.676 -1.702

Max |F|   0.0101 Eh/bohr
M   865.292 u
Charge   +1
Spin multiplicity   5
E_HOMO (spin up / spin down)   -12.1207 / -12.2324 eV
Relative energy (zero: lowest compared OMol25 entry of this formula, charge and spin)   0.993 eV


A single C14H12N2OS molecule. Source: OMol25; level of theory: wB97M-V/def2-TZVPD.

Positions of all 30 atoms, in Å:
O 2.990 2.074 0.527
C 1.835 2.165 0.193
N 1.039 1.129 -0.192
C 1.477 -0.210 -0.188
C 1.050 -1.106 -1.165
C 1.484 -2.418 -1.101
C 2.324 -2.788 -0.062
N 2.736 -1.941 0.864
C 2.332 -0.689 0.807
H 2.704 -0.038 1.584
H 2.683 -3.804 0.038
H 1.173 -3.135 -1.844
H 0.394 -0.790 -1.961
C -0.292 1.424 -0.672
C -1.323 0.467 -0.151
C -2.316 -0.022 -0.989
C -3.266 -0.901 -0.502
C -3.230 -1.298 0.824
C -2.246 -0.806 1.665
C -1.299 0.077 1.183
H -0.538 0.468 1.842
H -2.217 -1.108 2.701
H -3.969 -1.988 1.202
H -4.035 -1.277 -1.160
H -2.346 0.289 -2.023
H -0.316 1.467 -1.771
S -0.659 3.133 -0.071
C 1.100 3.492 0.120
H 1.467 4.070 -0.731
H 1.265 4.064 1.032

Max |F|   0.0139 Eh/bohr
M   256.330 u
E_HOMO   -9.0046 eV
Relative energy (zero: lowest compared OMol25 entry of this formula, charge and spin)   0.000 eV
Structure (SMILES)   O=C1CS[C@H](c2ccccc2)N1c1cccnc1


A molecular structure, C14H12N3ORhSTe at a distorted geometry. Source: OMol25; level of theory: wB97M-V/def2-TZVPD.

Positions of all 33 atoms, in Å:
Rh -1.290 0.708 -1.207
N 0.767 4.438 -2.047
C 0.304 3.171 -1.912
S -1.397 2.984 -1.578
N 1.128 2.196 -2.053
N 0.550 0.949 -1.908
C 1.318 -0.048 -2.187
C 0.939 -1.432 -2.198
C 1.942 -2.412 -2.179
C 1.627 -3.750 -2.203
C 0.278 -4.123 -2.278
C -0.716 -3.170 -2.318
C -0.404 -1.804 -2.282
O -1.361 -0.899 -2.363
H 0.155 5.209 -1.859
H 1.752 4.591 -2.163
H 2.340 0.203 -2.452
H 2.977 -2.093 -2.125
H 2.404 -4.500 -2.172
H 0.012 -5.172 -2.298
H -1.761 -3.442 -2.385
Te -1.003 -0.944 0.706
C -0.982 0.104 2.518
C -0.444 -0.539 3.629
C -0.431 0.104 4.861
C -0.945 1.386 4.984
C -1.479 2.029 3.875
C -1.500 1.391 2.643
H -0.037 -1.538 3.533
H -0.011 -0.400 5.723
H -0.928 1.885 5.945
H -1.884 3.028 3.971
H -1.920 1.891 1.778

Max |F|   0.0268 Eh/bohr
M   500.843 u
E_HOMO (spin up / spin down)   -7.5866 / -7.5870 eV


2 unconnected molecules or ions with the total composition C14H12NO6. Source: OMol25; level of theory: wB97M-V/def2-TZVPD.

Positions of all 33 atoms, in Å:
C -3.447 0.604 2.235
C -2.164 -0.137 2.508
O -2.176 -1.162 3.107
O -0.974 0.410 2.104
C -0.651 0.103 0.731
C -1.202 1.189 -0.156
C -1.974 0.868 -1.263
C -2.486 1.909 -2.042
C -2.217 3.203 -1.692
N -1.442 3.477 -0.624
C -0.926 2.496 0.161
H -3.529 1.472 2.886
H -4.249 -0.078 2.490
H -3.573 0.887 1.193
H 0.423 0.011 0.593
H -1.083 -0.847 0.422
H -2.167 -0.169 -1.487
H -3.105 1.678 -2.892
H -2.634 4.003 -2.282
H -1.232 4.433 -0.387
H -0.336 2.793 1.011
C 3.584 -3.514 0.070
C 4.772 -2.780 -0.091
C 4.592 -1.389 -0.741
O 5.529 -0.605 -0.876
C 3.273 -1.025 -1.199
C 2.107 -1.770 -1.047
C 2.267 -3.111 -0.304
O 1.281 -3.813 -0.044
O 0.967 -1.437 -1.445
O 5.912 -3.136 0.238
H 3.632 -4.495 0.531
H 3.225 -0.064 -1.706

Max |F|   0.0174 Eh/bohr
M   290.251 u
Charge   -1
E_HOMO   -2.2209 eV
Relative energy (zero: lowest compared OMol25 entry of this formula, charge and spin)   0.000 eV


2 unconnected molecules or ions with the total composition C14H12Si at a distorted geometry. Source: OMol25; level of theory: wB97M-V/def2-TZVPD.

Positions of all 27 atoms, in Å:
C -3.587 1.111 -0.677
C 3.917 0.438 -0.842
C -2.724 2.119 -0.363
C -3.324 -0.162 -0.104
C 3.774 -0.608 0.076
C 3.019 1.473 -0.878
C -1.608 1.987 0.432
C -2.096 -0.301 0.546
C 2.665 -0.634 0.941
C 1.847 1.333 -0.150
C -1.249 0.778 0.870
C 1.621 0.290 0.790
C -1.757 -4.023 -0.102
C -0.692 -3.468 -0.177
Si 0.203 0.348 2.021
H -4.379 1.397 -1.255
H 4.667 0.514 -1.519
H -2.738 3.147 -0.663
H -3.938 -0.933 -0.314
H 4.380 -1.385 0.177
H 3.320 2.171 -1.634
H -1.027 2.798 0.713
H -1.686 -1.291 0.964
H 2.716 -1.548 1.662
H 1.096 1.962 -0.230
H -2.403 -4.759 0.275
H -0.017 -2.754 -0.560

Max |F|   0.0931 Eh/bohr
M   208.336 u
Spin multiplicity   3
E_HOMO (spin up / spin down)   -6.5322 / -9.1134 eV


A molecular structure, C14H13AuBN4O6SSe. Source: OMol25; level of theory: wB97M-V/def2-TZVPD.

Positions of all 41 atoms, in Å:
Au -0.269 0.068 -0.337
C -2.790 3.903 0.450
C -1.747 2.839 0.258
N -2.025 1.613 0.087
N -3.298 1.165 0.093
C -3.379 -0.147 -0.104
N -4.678 -0.589 -0.140
S -2.191 -1.388 -0.348
C -0.273 3.171 0.247
C 0.149 4.493 0.254
C 1.510 4.777 0.265
C 2.414 3.737 0.285
C 1.918 2.439 0.262
N 0.622 2.165 0.237
H -3.607 3.489 1.040
H -3.210 4.199 -0.514
H -2.408 4.791 0.948
H -5.350 0.031 0.284
H -4.812 -1.576 -0.004
H -0.570 5.297 0.226
H 1.848 5.806 0.251
H 3.481 3.907 0.290
H 2.582 1.588 0.241
O 4.034 -1.165 -2.764
Se 2.595 -0.462 -2.566
O 1.398 -0.949 -3.523
O 2.100 -1.111 -0.900
O 2.621 1.113 -2.213
O 1.970 -3.473 -1.604
B 2.087 -2.437 -0.671
O 2.159 -2.953 0.636
C 2.075 -4.309 0.486
C 2.087 -5.281 1.456
C 1.977 -6.606 1.023
C 1.863 -6.916 -0.326
C 1.856 -5.917 -1.303
C 1.966 -4.620 -0.864
H 2.179 -5.025 2.503
H 1.979 -7.404 1.755
H 1.773 -7.952 -0.628
H 1.771 -6.142 -2.357

Max |F|   0.0105 Eh/bohr
M   652.086 u
Charge   -1
E_HOMO   -4.5704 eV
Relative energy (zero: lowest compared OMol25 entry of this formula, charge and spin)   0.000 eV